(1)
Computed, not measured: 2 unconnected molecules or ions with the total composition C22H27F2OSi at a distorted geometry, with ωB97M-V/def2-TZVPD.

Structure (XYZ):
```
53
Properties=species:S:1:pos:R:3
C 3.05 -1.75 2.07
Si 1.97 -0.26 2.40
C 1.29 -0.39 4.14
C 3.00 1.30 2.25
O 0.73 -0.21 1.25
C -0.58 -0.17 1.71
C -1.05 0.89 2.39
C -2.41 0.95 3.01
C -3.37 -0.10 2.43
C -2.69 -1.47 2.29
C -1.43 -1.37 1.41
H 3.85 -1.80 2.81
H 2.45 -2.65 2.14
H 3.48 -1.68 1.08
H 2.10 -0.48 4.86
H 0.69 0.48 4.38
H 0.66 -1.28 4.22
H 3.80 1.28 2.98
H 3.42 1.35 1.25
H 2.37 2.17 2.42
H -0.39 1.73 2.52
H -2.31 0.80 4.09
H -2.82 1.96 2.88
H -4.27 -0.18 3.06
H -3.72 0.23 1.44
H -2.41 -1.83 3.29
H -3.39 -2.21 1.89
H -1.73 -1.33 0.35
H -0.82 -2.28 1.51
F -2.66 6.92 3.44
C -2.32 5.98 2.53
C -3.27 5.12 2.01
C -2.92 4.16 1.09
C -1.59 4.02 0.63
C -1.33 3.03 -0.36
C -0.15 2.61 -1.03
C -0.26 1.56 -1.97
C 0.81 1.12 -2.69
C 2.06 1.70 -2.52
F 3.12 1.28 -3.25
C 2.21 2.73 -1.60
C 1.14 3.17 -0.87
C -0.64 4.91 1.18
C -1.01 5.87 2.09
H -4.30 5.23 2.33
H -3.68 3.49 0.71
H -2.21 2.50 -0.67
H -1.22 1.09 -2.11
H 0.71 0.33 -3.42
H 3.17 3.19 -1.51
H 1.31 3.97 -0.18
H 0.38 4.88 0.88
H -0.28 6.57 2.47
```

Calculated values
LUMO level: -0.2167 Eh
Net charge: +1
E_tot: -38606.7707 eV
Relative energy (zero: lowest compared OMol25 entry of this formula, charge and spin): 0.000 eV
Orbital gap: 5.3 eV
Strongest force on any atom: 1.59 eV Å⁻¹

---

(2)
Computed, not measured: 2 unconnected molecules or ions with the total composition C5H16N2O at a distorted geometry, with ωB97M-V/def2-TZVPD.

Structure (XYZ):
```
24
Properties=species:S:1:pos:R:3
C 0.73 0.60 -2.44
C -0.45 0.42 -1.41
N -1.44 -0.51 -1.93
C 0.04 -0.19 -0.04
N 0.39 0.98 0.77
C -0.83 1.58 1.41
C 1.28 0.67 1.88
H 1.64 1.03 -2.03
H 1.12 -0.34 -2.79
H 0.25 1.15 -3.25
H -0.86 1.39 -1.15
H -1.44 -0.97 -2.82
H -2.38 -0.19 -1.73
H -0.66 -0.93 0.35
H 0.93 -0.81 -0.14
H -1.58 0.87 1.81
H -0.62 2.35 2.17
H -1.29 2.19 0.63
H 0.82 0.37 2.83
H 1.80 1.54 2.28
H 2.03 -0.09 1.63
O 0.31 -2.78 1.38
H 0.82 -3.47 1.81
H -0.59 -3.12 1.40
```

Calculated values
LUMO level: 0.0269 Eh
E_tot: -10470.7525 eV
Relative energy (zero: lowest compared OMol25 entry of this formula, charge and spin): 1.769 eV
Orbital gap: 9.1 eV
Strongest force on any atom: 2.90 eV Å⁻¹

---

(3)
Computed, not measured: a molecular structure, C28H46F6IrOP2 at a distorted geometry, with ωB97M-V/def2-TZVPD.

Structure (XYZ):
```
84
Properties=species:S:1:pos:R:3
Ir 0.87 2.38 -1.44
C 0.94 0.96 1.37
C 2.08 1.65 0.91
C 0.19 2.96 0.44
C -0.22 1.72 1.09
C 1.70 2.93 0.32
C 1.02 -0.35 2.06
H 1.23 -1.17 1.35
H 0.10 -0.61 2.60
H 1.86 -0.34 2.78
C -1.60 1.46 1.58
H -1.65 0.54 2.19
H -2.29 1.35 0.73
H -1.97 2.29 2.20
C -0.51 4.26 0.69
H 0.03 4.90 1.41
H -1.50 4.07 1.11
H -0.61 4.81 -0.25
C 2.51 4.18 0.40
H 2.17 4.82 1.23
H 2.41 4.75 -0.53
H 3.57 3.95 0.56
C 3.47 1.28 1.20
H 3.70 1.38 2.27
H 4.13 1.94 0.63
H 3.68 0.24 0.91
C -0.33 -5.05 1.39
C 0.96 -5.13 1.08
C 1.76 -4.27 0.13
C 1.06 -3.97 -1.20
C 0.49 -2.60 -1.21
C -0.74 -2.31 -0.74
C -1.27 -2.79 0.57
C -1.43 -4.32 0.68
H 2.67 -4.82 -0.12
H 0.31 -4.74 -1.41
H 2.11 -3.32 0.58
H -1.64 -4.76 -0.31
H -0.72 -5.55 2.30
H 1.60 -5.91 1.52
H -2.34 -4.43 1.30
H -0.69 -2.40 1.43
H -1.35 -1.52 -1.20
H -2.27 -2.35 0.67
H 1.86 -4.00 -1.97
H 1.22 -1.81 -1.43
P 0.54 0.13 -2.82
P 0.72 3.76 -3.04
C 1.39 1.41 -3.84
C 0.34 2.41 -4.28
H 2.06 1.01 -4.61
H 2.07 1.77 -2.99
H 0.45 2.78 -5.31
H -0.71 2.15 -4.06
C -0.50 5.06 -3.44
H -0.97 5.41 -2.52
H -1.27 4.67 -4.12
H 0.01 5.91 -3.93
C 2.31 4.31 -3.80
H 2.24 5.38 -4.04
H 2.55 3.74 -4.71
H 3.12 4.16 -3.07
C -0.96 -0.32 -3.91
H -1.42 -1.24 -3.53
H -0.64 -0.52 -4.94
H -1.72 0.47 -3.91
C 1.49 -1.24 -3.85
H 2.54 -1.29 -3.53
H 1.46 -1.00 -4.92
H 1.03 -2.23 -3.71
C -2.42 -1.08 5.45
C -2.67 -1.82 4.14
O -1.78 -1.59 3.22
C -2.75 -3.37 4.59
F -3.60 -3.55 5.66
F -3.17 -4.21 3.61
F -1.52 -3.78 4.99
C -4.12 -1.36 3.64
F -5.07 -1.50 4.61
F -4.09 -0.03 3.31
F -4.55 -2.05 2.55
H -1.44 -1.38 5.81
H -3.18 -1.26 6.22
H -2.36 -0.01 5.23
```

Calculated values
Multiplicity: 5
LUMO level (alpha / beta): -0.0940 / -0.1986 Eh
Net charge: +1
E_tot: -69536.7591 eV
Relative energy (zero: lowest compared OMol25 entry of this formula, charge and spin): 2.622 eV
Orbital gap (alpha / beta): 6.7 / 4.8 eV
⟨S²⟩: 6.027
Strongest force on any atom: 4.94 eV Å⁻¹

---

- Which value of relative energy (zero: lowest compared OMol25 entry of this formula, charge and spin) does entry 3 give?
  2.622 eV

---

- Which value of strongest force on any atom does entry 2 give?
  2.90 eV Å⁻¹

---

What did the third record say?
Computed, not measured: a molecular structure, C28H46F6IrOP2 at a distorted geometry, with ωB97M-V/def2-TZVPD.

Structure (XYZ):
```
84
Properties=species:S:1:pos:R:3
Ir 0.87 2.38 -1.44
C 0.94 0.96 1.37
C 2.08 1.65 0.91
C 0.19 2.96 0.44
C -0.22 1.72 1.09
C 1.70 2.93 0.32
C 1.02 -0.35 2.06
H 1.23 -1.17 1.35
H 0.10 -0.61 2.60
H 1.86 -0.34 2.78
C -1.60 1.46 1.58
H -1.65 0.54 2.19
H -2.29 1.35 0.73
H -1.97 2.29 2.20
C -0.51 4.26 0.69
H 0.03 4.90 1.41
H -1.50 4.07 1.11
H -0.61 4.81 -0.25
C 2.51 4.18 0.40
H 2.17 4.82 1.23
H 2.41 4.75 -0.53
H 3.57 3.95 0.56
C 3.47 1.28 1.20
H 3.70 1.38 2.27
H 4.13 1.94 0.63
H 3.68 0.24 0.91
C -0.33 -5.05 1.39
C 0.96 -5.13 1.08
C 1.76 -4.27 0.13
C 1.06 -3.97 -1.20
C 0.49 -2.60 -1.21
C -0.74 -2.31 -0.74
C -1.27 -2.79 0.57
C -1.43 -4.32 0.68
H 2.67 -4.82 -0.12
H 0.31 -4.74 -1.41
H 2.11 -3.32 0.58
H -1.64 -4.76 -0.31
H -0.72 -5.55 2.30
H 1.60 -5.91 1.52
H -2.34 -4.43 1.30
H -0.69 -2.40 1.43
H -1.35 -1.52 -1.20
H -2.27 -2.35 0.67
H 1.86 -4.00 -1.97
H 1.22 -1.81 -1.43
P 0.54 0.13 -2.82
P 0.72 3.76 -3.04
C 1.39 1.41 -3.84
C 0.34 2.41 -4.28
H 2.06 1.01 -4.61
H 2.07 1.77 -2.99
H 0.45 2.78 -5.31
H -0.71 2.15 -4.06
C -0.50 5.06 -3.44
H -0.97 5.41 -2.52
H -1.27 4.67 -4.12
H 0.01 5.91 -3.93
C 2.31 4.31 -3.80
H 2.24 5.38 -4.04
H 2.55 3.74 -4.71
H 3.12 4.16 -3.07
C -0.96 -0.32 -3.91
H -1.42 -1.24 -3.53
H -0.64 -0.52 -4.94
H -1.72 0.47 -3.91
C 1.49 -1.24 -3.85
H 2.54 -1.29 -3.53
H 1.46 -1.00 -4.92
H 1.03 -2.23 -3.71
C -2.42 -1.08 5.45
C -2.67 -1.82 4.14
O -1.78 -1.59 3.22
C -2.75 -3.37 4.59
F -3.60 -3.55 5.66
F -3.17 -4.21 3.61
F -1.52 -3.78 4.99
C -4.12 -1.36 3.64
F -5.07 -1.50 4.61
F -4.09 -0.03 3.31
F -4.55 -2.05 2.55
H -1.44 -1.38 5.81
H -3.18 -1.26 6.22
H -2.36 -0.01 5.23
```

Calculated values
Multiplicity: 5
LUMO level (alpha / beta): -0.0940 / -0.1986 Eh
Net charge: +1
E_tot: -69536.7591 eV
Relative energy (zero: lowest compared OMol25 entry of this formula, charge and spin): 2.622 eV
Orbital gap (alpha / beta): 6.7 / 4.8 eV
⟨S²⟩: 6.027
Strongest force on any atom: 4.94 eV Å⁻¹

---

- The highest strongest force on any atom belongs to which entry?
  C28H46F6IrOP2